Record 1
Entry from the Open Molecules 2025 dataset: 2 unconnected molecules or ions with the total composition C4H6O2 (ωB97M-V/def2-TZVPD).

Last column: Mulliken charge in e.
Positions of all 12 atoms, in Å:
1 C 0.143 -1.573 0.049  -0.700
2 C -0.829 -0.435 -0.050  -0.019
3 O -0.759 0.499 1.020  -0.337
4 C 0.346 1.246 0.852  -0.037
5 O 1.202 0.649 0.003  -0.337
6 C 0.486 -0.336 -0.729  -0.018
7 H -0.074 -2.480 -0.508  0.284
8 H 0.645 -1.705 1.003  0.222
9 H -1.802 -0.493 -0.524  0.367
10 H -0.265 2.530 -0.138  0.036
11 H 0.243 2.407 0.820  0.171
12 H 0.664 -0.310 -1.798  0.367

Cartesian forces (eV/Å) of the 6 atoms listed first:
C 0.0 -0.2 0.0
C -0.1 -0.1 -0.1
O 0.0 0.1 0.1
C -0.1 0.1 -0.1
O 0.0 0.0 0.1
C 0.0 -0.1 -0.2

- E_HOMO: -8.09 eV
- Multiplicity: 1
- HOMO-LUMO gap: 9.0 eV

=====

Record 2
Entry from the Open Molecules 2025 dataset: C9H13N3 in the gas phase (ωB97M-V/def2-TZVPD).

Last column: Mulliken charge in e.
Positions of all 25 atoms, in Å:
1 C -1.514 -1.677 0.252  -0.757
2 C 1.188 -0.380 1.510  -0.324
3 C -0.259 1.123 -1.244  -0.380
4 C -1.543 -0.398 0.459  0.589
5 C 1.157 0.306 0.401  -0.267
6 C -0.361 -2.419 0.953  -0.523
7 C 0.349 -1.542 1.960  -0.693
8 C 1.376 -0.669 -1.768  -0.833
9 C -1.393 3.104 -0.216  -0.866
10 N -1.608 0.840 0.573  -0.635
11 N 0.680 0.256 -0.842  0.314
12 N -0.953 1.746 -0.233  0.565
13 H -2.353 -2.294 -0.256  0.284
14 H 1.764 -0.044 2.385  0.290
15 H -0.596 1.238 -2.348  0.240
16 H -0.723 -3.258 1.534  0.368
17 H 0.202 -2.882 0.023  0.204
18 H 1.175 -2.167 2.541  0.358
19 H -0.436 -1.286 2.583  0.328
20 H 2.493 -0.589 -1.807  0.268
21 H 0.935 -1.609 -1.441  0.287
22 H 1.104 -0.293 -2.823  0.280
23 H -1.907 3.582 -1.071  0.289
24 H -0.586 3.940 -0.040  0.268
25 H -1.917 3.240 0.717  0.345

Cartesian forces (eV/Å) of the 6 atoms listed first:
C -0.7 -2.0 0.6
C -0.8 0.2 0.9
C -0.2 0.2 -3.0
C -1.0 2.7 -1.1
C 0.9 0.1 0.0
C 0.1 -0.9 -2.6

- E_HOMO (alpha / beta): -6.60 / -6.60 eV
- Multiplicity: 1
- HOMO-LUMO gap (alpha / beta): 7.4 / 7.4 eV

=====

Record 3
Entry from the Open Molecules 2025 dataset: C5H8O in the gas phase (ωB97M-V/def2-TZVPD).

Last column: Mulliken charge in e.
Positions of all 14 atoms, in Å:
1 O -0.952 1.745 -0.539  -0.556
2 C -0.797 0.758 0.455  -0.139
3 C -1.140 -0.637 -0.047  -0.515
4 C 0.423 -1.262 -0.542  -0.573
5 C 1.390 -0.118 -0.587  -0.538
6 C 0.512 0.019 0.561  -0.005
7 H -0.294 2.440 -0.403  0.325
8 H -1.174 1.118 1.431  0.363
9 H -1.670 -0.646 -0.973  0.319
10 H -1.596 -1.226 0.761  0.272
11 H 0.847 -2.133 -0.026  0.175
12 H 1.311 0.598 -1.397  0.262
13 H 2.403 -0.288 -0.231  0.268
14 H 0.738 -0.369 1.536  0.342

Cartesian forces (eV/Å) of the 6 atoms listed first:
O 0.4 -0.1 0.0
C 0.4 -1.0 0.0
C -0.2 -0.8 -1.1
C -1.2 1.0 2.0
C 0.2 0.6 0.0
C 1.4 0.8 0.8

- E_HOMO: -7.71 eV
- Multiplicity: 1
- HOMO-LUMO gap: 8.6 eV

=====

Record 4
Entry from the Open Molecules 2025 dataset: a molecular structure, C6H7LiMgO6 (ωB97M-V/def2-TZVPD).

Last column: Mulliken charge in e.
Positions of all 21 atoms, in Å:
1 O -0.748 -3.377 -3.070  -0.732
2 C -0.637 -2.884 -1.946  1.133
3 O -0.246 -3.523 -0.937  -0.638
4 O -0.901 -1.524 -1.841  -0.216
5 C -0.901 -1.000 -0.630  -0.059
6 C -1.833 0.084 -0.446  -0.523
7 Mg -0.300 -5.326 -2.255  0.352
8 H -2.290 0.138 0.550  0.266
9 H -2.539 0.194 -1.278  0.329
10 Li -0.186 -2.618 0.753  0.933
11 C -0.549 1.154 -0.407  -0.640
12 C 0.296 1.075 0.850  -0.365
13 O 1.043 2.288 0.955  -0.282
14 C 1.938 2.359 1.926  0.643
15 O 2.115 1.536 2.790  -0.544
16 O 2.682 3.441 1.730  -0.428
17 H -1.057 2.127 -0.437  0.430
18 H 0.084 1.194 -1.305  0.359
19 H 0.995 0.229 0.836  0.287
20 H -0.328 0.943 1.745  0.321
21 H 3.361 3.491 2.414  0.374

Cartesian forces (eV/Å) of the 6 atoms listed first:
O -0.3 -0.2 0.4
C 1.1 0.7 -1.1
O -0.1 -0.5 1.0
O -0.9 0.1 -0.7
C -0.8 -1.6 2.0
C 1.9 0.5 -0.7

- E_HOMO (alpha / beta): -10.57 / -13.43 eV
- Multiplicity: 2
- Charge: +1
- HOMO-LUMO gap (alpha / beta): 6.7 / 9.2 eV

=====

Sequential strongest force on any atom output: 0.21; 4.60; 2.55; 2.69 eV/Å
Sequential energy relative to the best compared isomer or geometry (same formula, charge and spin) output: 5.841; 6.878; 4.354; 2.946 eV